1.
Density functional theory data (ωB97M-V/def2-TZVPD) for 11 unconnected molecules or ions with the total composition C33H53F6N2O19S2.

The calculation puts the gap between HOMO and LUMO at 8.54 eV. The value obtained for the largest force on an atom is 0.068 Eh/bohr. The value obtained for the total energy is -114939.04303 eV. The LUMO energy comes out at 2.0 eV. The calculation puts the HOMO energy at -6.50 eV.

```
! wB97M-V def2-TZVPD RIJCOSX def2/J DEFGRID3
* xyz -1 1
C 5.1756 -26.2718 2.5386
F 3.8976 -25.9608 2.6322
F 5.6977 -25.9570 1.3449
F 5.8616 -25.5788 3.4323
S 5.3167 -28.1519 2.7446
O 4.3725 -28.5216 3.7802
O 5.0722 -28.6911 1.4282
N 7.0006 -28.3536 3.0316
S 7.0600 -28.5998 4.6189
O 6.8025 -27.3596 5.3610
O 6.3321 -29.7309 5.1445
C 8.8688 -29.0051 4.8905
F 9.5923 -27.9314 4.5778
F 9.0086 -29.2836 6.1830
F 9.2352 -30.0737 4.1950
O 0.9257 -21.4336 1.1454
C 0.6027 -22.5802 1.2295
O 1.0346 -23.3611 2.2745
C 0.5403 -24.6861 2.1606
C 0.0860 -24.7792 0.7078
C -0.3535 -23.3846 0.3629
H -0.3145 -24.8492 2.8305
H 1.2103 -25.4866 2.4722
H -0.8050 -25.4034 0.6050
H 0.8745 -25.1400 0.0533
H -1.4071 -23.1702 0.5287
H -0.0673 -23.0679 -0.6404
O 2.6345 -31.1608 7.1601
C 2.3614 -30.0469 6.7522
O 2.7690 -28.9659 7.3811
C 2.1934 -27.7823 6.7794
C 1.0830 -28.2848 5.8380
C 1.5076 -29.7033 5.5526
H 3.0264 -27.2726 6.2908
H 1.8650 -27.0887 7.5525
H 1.0753 -27.6637 4.9430
H 0.1211 -28.2468 6.3503
H 2.2752 -29.6429 4.7711
H 0.6918 -30.3942 5.3707
O 4.8503 -33.5635 1.4980
C 4.7514 -33.2789 2.6733
O 4.3099 -32.0994 3.0658
C 4.2052 -32.0642 4.4953
C 5.0941 -33.1828 5.0052
C 5.2967 -34.1329 3.8090
H 3.2004 -32.3405 4.8214
H 4.4913 -31.1380 4.9877
H 4.5026 -33.6964 5.7643
H 6.0978 -32.9595 5.3639
H 4.7211 -35.0562 3.8356
H 6.3368 -34.2886 3.5297
O 8.2973 -31.8859 10.2237
C 7.1891 -31.6516 9.8116
O 6.7452 -32.1441 8.6607
C 5.4368 -31.6530 8.3355
C 5.2811 -30.4132 9.2116
C 6.1134 -30.8088 10.4448
H 4.5983 -32.2821 8.6365
H 5.4258 -31.3950 7.2812
H 4.2484 -30.2137 9.4875
H 5.7104 -29.5074 8.7801
H 5.4302 -31.3151 11.1275
H 6.5489 -29.9528 10.9558
O 1.6317 -27.8713 2.0700
C 1.1275 -28.9418 1.9364
O -0.2235 -29.1256 1.7855
C -0.4878 -30.5290 1.9278
C 0.6959 -31.1793 1.2443
C 1.8297 -30.3010 1.7788
H -1.4152 -30.7754 1.4129
H -0.5702 -30.8555 2.9675
H 0.5724 -30.9359 0.1848
H 0.7239 -32.2648 1.3029
H 2.6021 -30.2226 1.0177
H 2.1966 -30.7091 2.7180
O 12.1927 -24.2654 10.0669
C 11.2321 -24.8094 9.6015
O 10.0257 -24.2394 9.4822
C 9.0582 -25.0980 8.8573
C 9.6872 -26.4876 8.8354
C 11.1823 -26.2137 9.0060
H 8.9944 -24.7199 7.8359
H 8.0669 -25.1563 9.2982
H 9.5227 -27.0073 7.8938
H 9.3327 -27.0742 9.6821
H 11.7401 -26.1182 8.0709
H 11.7034 -26.9639 9.5953
C 9.3320 -26.3000 1.3669
O 8.4403 -27.3281 1.0116
H 9.8108 -26.5900 2.3174
H 10.1974 -26.1981 0.7127
H 9.0311 -25.2912 1.6770
H 7.9502 -27.5985 1.8257
C 3.5393 -24.2509 0.0946
O 2.6707 -23.6097 -0.8510
H 3.1147 -25.1989 0.4185
H 4.4492 -24.6235 -0.3875
H 3.8372 -23.5584 0.8798
H 3.0462 -22.7319 -0.9667
C 7.7332 -31.5172 1.6929
O 7.8321 -30.2007 1.2458
H 7.3179 -32.0990 0.8660
H 8.7138 -31.9568 1.9177
H 7.0831 -31.7575 2.5422
H 7.6910 -29.5345 1.9579
N 9.7517 -34.1679 3.4900
C 9.5710 -33.3579 4.5668
C 8.9069 -34.0236 5.5277
C 8.6701 -35.3408 5.0523
C 9.2513 -35.3991 3.7893
H 10.2023 -33.9498 2.6211
H 9.8242 -32.3209 4.4204
H 8.5295 -33.6268 6.4580
H 8.1468 -36.1359 5.5566
H 9.3896 -36.2433 3.1334
*
```

=====

2.
Density functional theory data (ωB97M-V/def2-TZVPD) for a molecular structure, C33H53N2O2P2SSn.

The calculation puts the gap between HOMO and LUMO at 5.56 eV. The value obtained for the largest force on an atom is 0.105 Eh/bohr. The value obtained for the total energy is -77373.67681 eV. The LUMO energy comes out at -10.6 eV. The calculation puts the HOMO energy at -16.21 eV.

```
! wB97M-V def2-TZVPD RIJCOSX def2/J DEFGRID3
* xyz 3 1
C 2.0657 -2.0149 -0.9619
C 1.6572 0.1158 -1.9147
C 2.9265 -2.3015 -1.9930
C 2.4975 -0.1629 -2.9687
C 3.1477 -1.3929 -3.0063
H 3.4104 -3.2790 -1.9518
H 2.5761 0.5813 -3.7610
H 3.7801 -1.6477 -3.8515
N 1.5398 -0.7707 -0.8993
P 0.0068 -2.7270 0.8431
P 0.7663 2.3152 -0.1625
C 1.6754 -3.1157 0.0512
H 1.6205 -4.0730 -0.4708
H 2.4886 -3.3194 0.7921
C 0.7353 1.3610 -1.8719
H 1.0086 2.1153 -2.6373
C -0.6162 3.6601 -0.1488
C 2.4957 2.9491 0.2790
C -1.3230 -3.2854 -0.4080
C -0.1954 -3.5283 2.6335
C -1.9152 3.1736 0.5362
H -1.8834 3.2141 1.6319
H -2.7440 3.8292 0.2302
H -2.2052 2.1648 0.2289
C -0.1350 4.9087 0.5987
H 0.0087 4.7281 1.6670
H 0.7944 5.3079 0.1845
H -0.8952 5.6964 0.5151
C -0.9595 4.0188 -1.6039
H -1.4121 5.0185 -1.6436
H -0.0968 4.0316 -2.2764
H -1.6845 3.3095 -2.0067
C 2.4896 3.5138 1.7327
H 1.7017 3.1085 2.3835
H 3.4218 3.2726 2.2648
H 2.4001 4.6034 1.7393
C 3.4946 1.7730 0.2259
H 3.1229 0.8969 0.7567
H 3.7100 1.4666 -0.8024
H 4.4380 2.0457 0.7191
C 2.8412 4.0071 -0.7991
H 2.0843 4.1531 -1.5842
H 3.0189 4.9859 -0.3512
H 3.7477 3.7204 -1.3498
C -1.6308 -3.3284 3.1518
H -1.6536 -3.3277 4.2466
H -2.1191 -2.3995 2.8301
H -2.2866 -4.1483 2.8396
C 0.8090 -2.9992 3.6874
H 1.8459 -3.0676 3.3798
H 0.6098 -2.0058 4.0585
H 0.7169 -3.6746 4.5529
C 0.1050 -5.0088 2.4366
H 0.7001 -5.4012 3.2747
H -0.8276 -5.5637 2.4262
H 0.6756 -5.2468 1.5252
C -1.1178 -2.5736 -1.7718
H -0.9802 -3.3147 -2.5651
H -1.9564 -1.9154 -2.0294
H -0.2425 -1.9250 -1.8026
C -2.7255 -2.9791 0.1379
H -2.8308 -1.9367 0.4692
H -3.4490 -3.1298 -0.6741
H -3.0270 -3.6386 0.9604
C -1.1148 -4.7876 -0.6026
H -0.0945 -5.0098 -0.9231
H -1.3223 -5.3755 0.2946
H -1.7810 -5.1463 -1.3870
Sn -0.1820 -0.1249 0.6142
C 2.0403 0.0635 2.6860
O 2.3874 0.8840 3.4155
N -1.3722 0.4640 -0.9619
C -0.7638 0.9352 -1.9806
C -1.4963 1.0462 -3.2689
C -2.8941 0.9729 -3.2093
C -0.8191 1.1486 -4.5008
C -3.6666 1.0792 -4.3757
H -3.3496 0.8062 -2.2334
C -1.5777 1.2380 -5.6827
H 0.2687 1.1174 -4.4988
C -2.9833 1.2137 -5.5978
H -4.7548 1.0588 -4.2846
H -1.0697 1.3279 -6.6471
H -3.5816 1.3027 -6.5102
C -1.5443 -0.3517 4.7883
S -1.4002 -0.0758 2.9665
C -0.7162 1.5851 3.1577
O 2.1614 -0.7849 1.8044
H -1.5891 -1.3973 5.0607
H -0.7438 0.0789 5.4064
H -2.4416 0.1700 5.1908
H -0.0189 1.6914 4.0171
H -0.1859 1.8402 2.1991
H -1.6162 2.1867 3.3405
*
```

=====

3.
Density functional theory data (ωB97M-V/def2-TZVPD) for 9 unconnected molecules or ions with the total composition C33H54BN14O3S.

The calculation puts the gap between HOMO and LUMO at 9.22 eV. The value obtained for the largest force on an atom is 0.110 Eh/bohr. The value obtained for the total energy is -73602.47897 eV. The LUMO energy comes out at -2.4 eV. The calculation puts the HOMO energy at -11.61 eV.

```
! wB97M-V def2-TZVPD RIJCOSX def2/J DEFGRID3
* xyz 1 1
C 1.2558 0.0170 2.6117
C 1.6709 1.5401 2.6096
N 1.0281 2.3322 1.5099
C -0.1538 3.0685 1.9992
C -0.8202 3.9729 0.8784
N -1.2039 3.1876 -0.3077
C -0.2930 3.0115 -1.3112
N -0.8514 2.2230 -2.2994
C -2.1522 1.9316 -1.8394
B -3.1091 0.9889 -2.7287
O -4.3034 1.4590 -3.2878
N -2.6462 -0.4164 -2.9777
C -2.0124 -0.9935 -1.7609
C -1.5935 -0.4247 -4.0271
C -2.4572 2.5469 -0.5739
C -3.7419 2.5499 0.2911
C -4.2115 1.1197 0.7784
C -5.7893 1.2047 1.0979
C -6.2068 2.5295 1.8507
S -7.2238 3.6794 0.7900
C -6.1517 5.0239 0.2565
N -5.6603 6.0905 0.9733
N -4.8643 6.8333 0.2066
C -4.7932 6.3156 -1.0620
O -5.5887 5.2167 -0.9906
C 2.0698 3.2220 1.0078
C 2.3771 4.6529 1.5697
O 2.7495 2.8341 0.0736
H 0.4251 -0.2218 3.3353
H 1.0125 -0.3655 1.5809
H 2.1377 -0.6186 2.9581
H 2.7874 1.5581 2.4377
H 1.5133 1.9823 3.6312
H -0.9063 2.2858 2.3159
H 0.0740 3.6643 2.9362
H -0.0944 4.7600 0.5175
H -1.6600 4.5284 1.3641
H 0.7206 3.4686 -1.2640
H -0.4074 1.9340 -3.1709
H -4.9342 0.7138 -3.3474
H -0.9891 -0.5642 -1.5349
H -2.6539 -0.7613 -0.8710
H -1.9363 -2.1168 -1.8032
H -1.7671 0.3447 -4.8355
H -1.5190 -1.4200 -4.5347
H -0.5554 -0.2044 -3.6167
H -3.5502 3.1647 1.2126
H -4.5742 2.9702 -0.3387
H -4.1087 0.3182 -0.0011
H -3.7083 0.8497 1.7480
H -6.3594 1.1168 0.1278
H -6.0264 0.2921 1.7166
H -5.3681 3.0623 2.3635
H -6.9196 2.2231 2.6719
H -4.2169 6.6952 -1.9306
H 1.7992 4.9247 2.4887
H 3.4852 4.7310 1.7473
H 2.0688 5.3980 0.7646
C 2.7997 4.9534 -3.7388
C 2.2282 5.5605 -2.5401
N 1.7784 6.0398 -1.5978
H 2.0764 4.9243 -4.5554
H 3.6684 5.5104 -4.0923
H 3.1239 3.9283 -3.5506
C 5.7571 -1.9925 2.7564
C 4.3490 -2.3692 2.6528
N 3.2398 -2.6602 2.5705
H 5.8737 -0.9185 2.9137
H 6.2484 -2.4976 3.5886
H 6.3095 -2.2496 1.8511
C 4.7718 -2.7918 -1.1479
C 6.2074 -2.9155 -0.9071
N 7.3362 -3.0145 -0.7167
H 4.4306 -1.7650 -1.0065
H 4.5109 -3.0861 -2.1658
H 4.1974 -3.4236 -0.4676
C -7.9994 -1.8682 -0.9133
C -6.5665 -2.0279 -0.6850
N -5.4383 -2.1535 -0.5045
H -8.3063 -0.8240 -0.8179
H -8.2843 -2.2006 -1.9093
H -8.5850 -2.4462 -0.1998
C -7.0007 -5.9193 -2.6533
C -8.0676 -5.1035 -2.0804
N -8.9073 -4.4619 -1.6295
H -6.1510 -5.9988 -1.9738
H -7.3444 -6.9324 -2.8668
H -6.6327 -5.4953 -3.5887
C 6.9546 -6.4262 0.6469
C 6.3934 -5.8013 1.8395
N 5.9513 -5.3017 2.7749
H 6.2281 -6.4530 -0.1700
H 7.8305 -5.8829 0.2877
H 7.2659 -7.4542 0.8397
C 6.4148 -3.1481 6.9398
C 7.2173 -1.9373 6.7793
N 7.8469 -0.9855 6.6497
H 6.2986 -3.4131 7.9916
H 5.4145 -3.0229 6.5223
H 6.8736 -4.0009 6.4368
C 6.9758 -5.1116 -3.9135
C 6.3359 -6.0003 -2.9477
N 5.8315 -6.6860 -2.1774
H 7.3711 -5.6666 -4.7654
H 6.2735 -4.3728 -4.3026
H 7.8073 -4.5668 -3.4632
*
```

=====

4.
Density functional theory data (ωB97M-V/def2-TZVPD) for 7 unconnected molecules or ions with the total composition C33H54N2O19P2.

The calculation puts the gap between HOMO and LUMO at 8.26 eV. The value obtained for the largest force on an atom is 0.086 Eh/bohr. The value obtained for the total energy is -95553.69030 eV. The LUMO energy comes out at 0.3 eV. The calculation puts the HOMO energy at -7.97 eV.

```
! wB97M-V def2-TZVPD RIJCOSX def2/J DEFGRID3
* xyz 0 1
C 1.2378 2.9152 -6.8083
C 0.7500 1.8148 -7.8354
C 0.6875 2.4549 -9.2787
C 1.5351 0.4505 -7.7662
C 3.0769 0.5547 -8.1553
C 3.4727 -0.9068 -8.6627
C 3.9404 0.7784 -6.8358
O 4.2341 2.1538 -6.5528
P 5.5410 2.7626 -7.4454
C 6.1082 4.2544 -6.4331
C 6.6409 3.8500 -4.9751
C 5.6938 4.3738 -3.8138
C 4.4894 3.3518 -3.6839
N 4.0503 3.0759 -2.3044
C 4.3756 1.8036 -1.8394
C 3.8569 1.6290 -0.4904
C 3.2074 2.9544 -0.2499
C 3.3284 3.8388 -1.3879
P 7.2943 1.4423 -7.4102
N 8.6151 2.3207 -7.1348
H 0.3875 3.5132 -6.3722
H 1.8724 3.6448 -7.3848
H 1.7846 2.4362 -5.9587
H -0.3192 1.5753 -7.5565
H -0.1366 1.9723 -9.8775
H 1.6584 2.3943 -9.8267
H 0.3670 3.5268 -9.1397
H 1.3642 0.0125 -6.7504
H 1.0259 -0.2431 -8.4977
H 3.2686 1.3375 -8.9276
H 4.5837 -0.9188 -8.8229
H 3.2841 -1.6337 -7.8179
H 2.8823 -1.2310 -9.5512
H 3.2862 0.4199 -5.9884
H 4.8299 0.0952 -6.8420
H 7.0153 4.6588 -6.9668
H 5.3384 5.0628 -6.4040
H 7.6350 4.3602 -4.8233
H 6.8503 2.7477 -4.8919
H 5.2707 5.3586 -4.1388
H 6.2315 4.5222 -2.8437
H 4.8561 2.3743 -4.0965
H 3.6502 3.6808 -4.3585
H 4.9372 1.0183 -2.3893
H 3.9161 0.7414 0.1648
H 2.6687 3.1711 0.7036
H 2.9487 4.8623 -1.5655
H 7.1128 0.3935 -6.4577
H 7.4272 0.8667 -8.7104
H 9.0278 1.9237 -6.2791
O -2.0481 0.9987 -3.7720
C -1.5401 1.1709 -2.7065
O -1.9036 2.1417 -1.8306
C -1.2290 1.8782 -0.5983
C -0.0440 1.0694 -1.0346
O -0.5192 0.4163 -2.2147
H -0.9426 2.8038 -0.1051
H -1.8991 1.3187 0.0591
H 0.8157 1.6912 -1.2970
H 0.2628 0.3415 -0.2842
O -0.5969 2.6207 2.2842
C -1.5297 2.2737 2.9451
O -2.0618 3.0012 3.9617
C -3.2829 2.3674 4.3439
C -3.0780 0.9522 3.8880
O -2.1904 1.1024 2.7759
H -3.4411 2.4408 5.4193
H -4.1122 2.8600 3.8292
H -2.5958 0.3347 4.6448
H -4.0067 0.4736 3.5818
O -3.2351 -0.8564 6.0093
C -2.7342 -0.6856 7.0809
O -3.1104 0.2782 7.9563
C -2.4445 0.0132 9.1904
C -1.2480 -0.7870 8.7576
O -1.7135 -1.4329 7.5749
H -2.1678 0.9409 9.6905
H -3.1199 -0.5534 9.8400
H -0.3901 -0.1583 8.5035
H -0.9408 -1.5180 9.5047
O -2.6767 -3.8021 1.8228
C -2.3860 -3.5921 0.6883
O -1.5571 -4.3791 -0.0517
C -1.6417 -3.9326 -1.4025
C -2.0953 -2.5076 -1.2551
O -2.8377 -2.5344 -0.0379
H -0.6764 -4.0147 -1.9006
H -2.3690 -4.5514 -1.9344
H -1.2608 -1.8117 -1.1453
H -2.7211 -2.1806 -2.0847
O -4.9130 -0.5730 10.4225
C -5.1469 -1.7000 10.7394
O -4.9065 -2.7779 9.9493
C -5.0976 -3.9404 10.7504
C -6.0172 -3.4546 11.8337
O -5.6842 -2.0692 11.9296
H -5.5332 -4.7485 10.1649
H -4.1281 -4.2649 11.1376
H -7.0711 -3.5482 11.5616
H -5.8512 -3.9624 12.7827
O -8.1772 -5.8289 9.6038
C -7.4563 -6.4243 8.8657
O -7.4464 -6.2764 7.5162
C -6.3067 -6.9740 7.0188
C -6.0399 -7.9875 8.0969
O -6.5338 -7.3409 9.2679
H -6.5225 -7.4341 6.0557
H -5.4842 -6.2649 6.8966
H -6.5950 -8.9166 7.9457
H -4.9809 -8.2211 8.1986
*
```